Density functional theory data (wB97M-V/def2-TZVPD) for a cluster of 2 separate species, C6H10 in total.

XYZ file:
```
16
Properties=species:S:1:pos:R:3:forces:R:3
C 0.772295 1.088637 -0.955987 -0.32 -0.16 -0.04
C 0.408163 -0.292006 -0.474549 0.12 -0.43 -0.74
C 1.304158 -0.818258 0.631218 -0.42 -0.06 -0.09
C -1.877115 -0.720857 -0.359992 0.94 0.22 -0.09
C -1.484189 0.157305 0.640186 -0.08 0.48 0.69
C -0.992712 1.010205 1.390554 -0.59 -0.17 0.52
H 1.656774 0.957643 -1.601763 -0.18 -0.01 0.13
H 1.034960 1.785775 -0.151130 -0.22 -0.39 -0.06
H -0.018788 1.534013 -1.558131 0.05 -0.02 -0.02
H 0.227381 -1.000933 -1.248198 0.46 -0.32 -0.62
H 0.914868 -1.716733 1.112097 -0.04 0.05 -0.06
H 2.250245 -1.103012 0.134776 -0.29 0.08 0.04
H 1.549192 -0.076675 1.403620 -0.38 -0.07 -0.33
H -2.649209 -0.398923 -1.081408 0.78 0.05 0.14
H -1.853360 -1.803180 -0.227424 0.33 0.30 0.18
H -1.242665 1.397000 2.346129 -0.16 0.46 0.35
```
Forces are in eV/Å.

Total charge   0
Electronic energy   -234.403090 Eh
F_max   1.0 eV/A
Frontier orbital gap (alpha / beta)   0.2695 / 0.2694 Eh
Molecular weight   82.146 g/mol
Energy above the lowest of the compared OMol25 structures with the same formula, charge and spin   125.1 kcal/mol